# 1
C9H9N4 | ωB97M-V/def2-TZVPD

Gap between HOMO and LUMO (alpha / beta) ... 7.3 / 7.3 eV
2S+1 ... 1
SMILES string ... Cc1cc(C)[n+]2c(n1)=C(C#N)CN=2
Total charge ... +1
M ... 173.20 g mol⁻¹
ΔE to the lowest compared entry with this formula, charge and spin ... 135.9 kJ/mol
E_tot ... -15429.164 eV
Largest force on an atom ... 3.4 eV Å⁻¹

Structure (XYZ):
```
22
Properties=species:S:1:pos:R:3:forces:R:3
C 1.1686 3.0186 -0.0345 0.091 -0.034 -0.333
C 0.7494 1.5997 -0.0748 -2.632 -0.021 -0.692
C 1.6457 0.4828 0.0946 1.341 2.100 0.177
C 1.2609 -0.7908 0.1707 -1.225 0.258 0.690
C 2.0649 -1.9840 0.3559 1.541 1.591 2.540
N -0.1451 -0.9728 0.0828 -0.590 2.449 -0.651
C -1.0102 0.1951 -0.0472 -1.016 -1.801 -0.983
N -0.5535 1.4109 -0.1817 1.316 1.437 0.404
C -2.2863 -0.3206 -0.2218 1.083 1.370 2.346
C -3.5006 0.4144 -0.2690 0.990 -0.929 -0.712
N -4.5337 0.8202 -0.5365 -0.923 0.621 0.119
C -2.1430 -1.7678 -0.1518 -0.162 -0.319 0.667
N -0.7602 -2.0441 -0.0129 0.435 -2.113 0.042
H 1.2227 3.1718 1.0310 0.314 0.715 0.547
H 0.4921 3.7574 -0.4864 -0.208 -0.737 0.288
H 2.1211 3.1789 -0.4922 0.861 0.010 -0.001
H 2.6910 0.8605 0.1896 -0.649 -1.186 -0.092
H 1.7453 -2.5153 1.3418 1.101 0.886 -1.635
H 3.1302 -1.5440 0.2419 -1.469 -1.695 0.608
H 1.7697 -2.5578 -0.4412 -0.017 -2.179 -1.918
H -2.6344 -2.4446 0.5990 -0.177 0.862 -0.750
H -2.4944 -1.9683 -1.1573 -0.005 -1.285 -0.663
```
Positions in Å, forces in eV/Å.



# 2
C29H63Br14N5O5 | ωB97M-V/def2-TZVPD

Gap between HOMO and LUMO (alpha / beta) ... 1.9 / 7.4 eV
2S+1 ... 2
Total charge ... -1
M ... 1680.51 g mol⁻¹
<S²> ... 0.755
E_tot ... -1029377.171 eV
Largest force on an atom ... 4.3 eV Å⁻¹

Structure (XYZ):
```
116
Properties=species:S:1:pos:R:3:forces:R:3
Br 33.2877 11.4664 8.8603 -1.306 -2.790 1.543
C 34.0126 13.0208 7.7835 1.371 3.225 -0.505
C 33.1059 14.1841 7.7968 -0.980 -1.500 -0.285
Br 33.9815 15.8307 7.0138 0.410 1.360 -0.741
H 34.3456 12.7271 6.7880 -0.562 -0.203 -0.134
H 34.9320 13.2208 8.3338 -0.063 0.050 0.116
H 32.6728 14.6092 8.7023 0.755 -0.541 0.446
H 32.2197 13.9673 7.2003 0.185 0.196 -0.426
Br 30.8828 6.1522 6.1143 0.035 -0.021 0.056
C 32.1542 4.7001 5.9681 0.537 -0.369 -0.330
C 32.8152 4.4116 7.2690 -0.262 0.402 1.992
Br 31.5006 3.6073 8.5129 0.356 0.037 -0.151
H 32.9418 5.0093 5.2810 -0.282 0.079 -0.290
H 31.6042 3.8298 5.6102 0.147 0.167 -0.159
H 33.1222 5.3305 7.7685 -0.203 0.135 -0.082
H 33.7053 3.7883 7.3544 -0.311 -0.356 -0.854
Br 30.4371 16.4152 2.9212 -0.344 -0.865 0.750
C 30.1623 15.2461 4.5372 -0.139 0.332 -0.236
C 28.9899 15.6686 5.3719 0.232 0.200 0.475
Br 27.2424 15.2486 4.6007 0.357 0.301 -0.211
H 31.0771 15.4074 5.1075 -0.034 -0.180 -0.025
H 30.0126 14.1931 4.2984 0.470 0.203 -0.568
H 29.0569 16.7241 5.6356 -0.416 -0.060 -0.184
H 29.0093 15.0771 6.2872 0.101 -0.021 -0.019
Br 31.0242 13.5031 11.4773 -0.961 -0.342 -0.347
C 29.1952 12.8444 11.0439 -0.135 -0.298 -0.178
C 28.9702 12.6680 9.5531 -0.398 0.476 0.065
Br 27.0268 12.3109 9.2241 0.362 -0.141 0.310
H 28.4742 13.5120 11.5158 0.261 0.029 -0.107
H 29.0824 11.8340 11.4370 0.256 0.242 0.532
H 29.5133 11.7866 9.2123 -0.057 0.408 -0.344
H 29.0693 13.5595 8.9338 0.660 -0.347 0.184
Br 28.5656 8.9467 1.5140 -0.254 0.591 -1.156
C 27.8558 10.0547 -0.0163 0.223 0.521 0.168
C 28.9538 10.8086 -0.7795 0.388 -0.728 0.110
Br 28.1932 11.9013 -2.2053 -0.133 -0.034 0.330
H 27.1577 10.7210 0.4905 0.083 0.001 -0.235
H 27.3176 9.4202 -0.7205 0.068 -0.194 0.386
H 29.5897 10.1132 -1.3274 -0.095 -0.091 0.201
H 29.6212 11.4285 -0.1810 -0.450 0.073 0.119
Br 24.1084 8.4996 7.1733 -0.147 -0.612 -0.833
C 24.3646 6.7041 6.3492 -0.595 0.541 -0.140
C 25.2642 5.9309 7.2110 0.537 0.005 1.461
Br 27.0040 6.8170 7.4296 -0.040 -0.670 -0.311
H 24.7438 6.7008 5.3272 -0.177 0.747 0.017
H 23.3931 6.2108 6.3770 -0.106 0.259 -0.131
H 25.3262 4.9016 6.8577 0.515 0.096 0.029
H 24.8745 5.9595 8.2286 0.053 -0.359 -0.063
Br 31.0890 6.4940 11.5917 0.091 0.177 -0.767
C 30.7433 7.0773 9.7368 -0.765 1.565 0.231
C 30.2500 8.5429 9.6849 0.389 -0.206 -0.001
Br 28.5805 8.8737 10.6114 -0.087 -0.041 0.053
H 29.9848 6.4017 9.3415 0.352 -0.033 -0.036
H 31.6543 7.1327 9.1409 0.137 -0.693 0.274
H 30.0875 8.8895 8.6643 -0.137 -0.471 -0.205
H 30.9861 9.2575 10.0533 0.102 -0.196 0.404
C 33.1521 7.2350 2.7092 1.399 -0.191 -0.100
O 34.3722 7.0681 2.6229 -1.185 -0.520 0.084
N 32.1959 6.2614 2.6360 1.418 -0.495 0.062
C 30.7939 6.5914 2.6488 0.094 -0.802 -0.045
C 32.5066 4.7898 2.4950 -0.306 1.781 0.496
H 32.8132 8.2686 2.8798 -0.669 -0.320 -0.002
H 30.6316 7.6122 2.9948 0.020 -0.151 -0.040
H 30.3350 5.8599 3.3140 -0.435 0.375 0.193
H 30.3661 6.4116 1.6625 -0.162 0.347 -0.160
H 32.3948 4.4948 1.4516 -0.064 -0.217 0.112
H 33.4931 4.5190 2.8712 0.101 0.472 -0.248
H 31.7869 4.3146 3.1616 -0.140 -0.356 -0.383
C 23.6683 15.4271 5.1399 -0.853 2.798 1.910
O 23.0117 16.3231 4.6093 0.529 -1.629 -0.800
N 23.8384 15.5012 6.5033 -0.037 -0.017 -0.683
C 24.8098 14.7181 7.1668 1.215 -0.997 0.649
C 23.2032 16.4991 7.3745 -0.684 -0.745 -0.827
H 24.2149 14.5769 4.7034 -0.266 0.146 -0.352
H 24.4114 13.9614 7.8426 -0.382 0.147 0.315
H 25.4678 15.3768 7.7336 0.133 -0.074 0.192
H 25.4720 14.1462 6.5168 -0.193 0.244 -0.394
H 23.7891 17.3875 7.6102 0.455 -0.218 -0.094
H 22.2799 16.8519 6.9150 0.057 -0.133 -0.050
H 22.9623 15.9321 8.2737 -0.054 0.393 0.262
C 24.1334 9.9997 1.1890 -0.327 2.054 -0.316
O 23.9833 10.9465 0.4376 -0.830 -0.812 -2.103
N 24.6302 10.3064 2.3683 1.381 -1.556 3.732
C 25.0307 9.2154 3.3098 0.729 0.495 0.612
C 25.0780 11.6892 2.7204 -0.338 -0.849 -0.301
H 23.8344 8.9486 1.0544 0.132 0.075 -0.291
H 24.8137 9.4174 4.3588 -0.703 0.420 -0.105
H 26.1074 9.0622 3.3817 0.420 0.427 -0.590
H 24.6902 8.1967 3.1242 -0.719 0.366 -0.680
H 24.9085 12.3738 1.8893 0.416 -0.453 -0.167
H 24.5016 12.1385 3.5290 -0.109 -0.520 0.330
H 26.1205 11.6012 3.0263 0.029 0.343 -0.119
C 30.2023 11.5036 6.3302 0.092 -0.646 0.293
O 30.1945 12.6274 6.7954 -0.020 0.394 -0.355
N 29.1265 10.8506 5.8501 -0.176 -0.045 0.011
C 29.1974 9.4641 5.4903 -0.115 -0.558 0.074
C 27.8332 11.4772 5.7328 0.437 0.475 0.208
H 31.0730 10.8310 6.2897 0.343 0.394 0.162
H 28.4026 8.9428 6.0238 0.047 -0.245 0.150
H 30.1643 9.0272 5.7398 0.069 0.162 0.083
H 29.0208 9.2613 4.4340 0.001 0.314 -0.272
H 27.6535 11.6126 4.6663 -0.556 0.090 0.033
H 27.0616 10.9068 6.2499 -0.075 -0.268 -0.271
H 27.8797 12.4380 6.2456 0.015 0.078 -0.275
C 33.8519 9.9377 5.4291 -0.335 -1.733 0.605
O 32.7820 9.4199 5.1184 -0.277 0.813 -0.716
N 34.5298 9.4483 6.4748 1.342 0.867 1.093
C 35.9012 9.8382 6.7327 1.585 -1.000 -0.755
C 34.1289 8.2298 7.1846 -0.511 0.496 -0.121
H 34.4047 10.7043 4.8643 -0.372 0.186 0.115
H 36.2330 10.1324 7.7284 -0.942 -0.115 0.290
H 36.4284 10.5250 6.0704 -1.132 0.664 -0.407
H 36.4565 8.9459 6.4436 0.507 -0.423 0.537
H 33.0541 8.2724 7.3607 -0.003 -0.291 -0.423
H 34.4661 7.3680 6.6087 -0.378 -0.248 -0.272
H 34.5562 8.1017 8.1792 0.385 0.753 -0.086
```
Positions in Å, forces in eV/Å.



# 3
C3H10N2 | ωB97M-V/def2-TZVPD

Gap between HOMO and LUMO ... 9.6 eV
2S+1 ... 1
SMILES string ... C=C.NCN
M ... 74.13 g mol⁻¹
ΔE to the lowest compared entry with this formula, charge and spin ... 224.2 kJ/mol
E_tot ... -6251.105 eV
Largest force on an atom ... 4.1 eV Å⁻¹

Structure (XYZ):
```
15
Properties=species:S:1:pos:R:3:forces:R:3
C 2.3803 -0.2930 0.3145 1.176 3.417 1.145
C 1.9584 0.8998 -0.2706 -0.138 -3.509 -2.038
H 2.4814 -0.2980 1.4339 -0.848 0.123 -0.898
H 3.1466 -1.0102 -0.0025 -0.973 0.087 -1.137
H 1.4006 1.6566 0.2576 0.112 -0.009 0.383
H 1.8425 0.9836 -1.4458 0.737 -0.100 2.505
N -1.3899 -1.4753 -0.1334 -1.820 0.718 2.285
C -1.3508 -0.1897 0.5489 0.437 -0.379 -1.076
N -1.6935 0.9848 -0.2695 -1.231 0.114 -0.623
H -2.3604 -1.7799 -0.2231 1.009 -0.248 -0.872
H -0.6907 -1.5957 -0.8074 0.356 -0.403 -1.351
H -2.0839 -0.2346 1.3505 0.173 -0.085 0.249
H -0.3244 -0.1478 0.9423 -0.516 0.745 0.091
H -2.2881 0.8569 -1.1017 0.201 -0.667 1.021
H -1.0281 1.6425 -0.5935 1.324 0.198 0.315
```
Positions in Å, forces in eV/Å.



# 4
C29H20ClCoF5P | ωB97M-V/def2-TZVPD

Gap between HOMO and LUMO (alpha / beta) ... 8.6 / 5.7 eV
2S+1 ... 5
M ... 588.83 g mol⁻¹
<S²> ... 6.020
E_tot ... -103418.863 eV
Largest force on an atom ... 9.4 eV Å⁻¹

Structure (XYZ):
```
57
Properties=species:S:1:pos:R:3:forces:R:3
C -2.2438 3.0249 2.1125 -1.269 2.375 -0.558
C -1.9267 2.6836 0.7669 -1.176 0.520 -0.975
C -2.8721 1.7050 0.3216 -1.334 1.442 -0.893
H -1.1456 3.1206 0.1565 0.054 -0.273 0.267
C -3.7990 1.4563 1.3949 -0.972 1.678 -1.028
C -3.4042 2.2678 2.5126 -1.927 1.548 -0.648
H -3.9870 2.3385 3.4275 0.574 -0.074 -0.125
H -1.7198 3.8060 2.6498 -0.183 -0.461 0.184
H -2.9022 1.2650 -0.6721 0.151 -0.104 0.406
H -4.6693 0.8071 1.3473 0.475 -0.030 0.151
Co -1.9300 1.1109 2.0202 5.616 -6.950 2.964
Cl -1.9235 -1.0276 1.5530 -0.284 0.060 0.165
P 0.1864 -0.5573 -1.1261 0.241 0.043 -0.266
C -0.7099 -1.0773 -2.6402 -0.397 0.029 -0.317
C -0.3263 -0.7236 -3.9470 -0.313 -0.330 0.210
H 0.5482 -0.0926 -4.1125 -0.219 -0.207 0.071
C -1.0643 -1.1876 -5.0398 -0.203 -0.087 0.245
H -0.7514 -0.9189 -6.0494 -0.133 -0.081 0.240
C -2.1933 -1.9917 -4.8370 0.201 0.078 0.147
H -2.7674 -2.3505 -5.6939 0.182 0.094 0.272
C -2.5888 -2.3314 -3.5364 0.090 0.080 -0.107
H -3.4633 -2.9649 -3.3767 0.217 0.217 -0.076
C -1.8668 -1.8624 -2.4397 0.424 0.266 -0.366
H -2.1792 -2.0924 -1.4184 0.066 -0.019 -0.276
C 1.3709 0.6540 -1.8294 0.233 0.373 -0.045
C 0.8984 1.9788 -1.9719 0.604 -0.498 -0.116
H -0.1242 2.2168 -1.6691 0.280 -0.054 -0.130
C 1.7317 2.9602 -2.5053 0.061 -0.061 -0.045
H 1.3568 3.9790 -2.6250 0.161 -0.277 0.027
C 3.0412 2.6414 -2.8891 -0.083 -0.260 0.066
H 3.6908 3.4131 -3.3069 -0.208 -0.231 0.130
C 3.5186 1.3332 -2.7343 -0.278 0.232 0.095
H 4.5354 1.0768 -3.0327 -0.237 0.126 0.081
C 2.6923 0.3427 -2.1951 -0.301 0.407 -0.086
H 3.0741 -0.6714 -2.0677 -0.152 0.275 -0.045
C 1.2800 -2.0058 -0.8631 0.129 -0.471 0.283
C 1.4457 -3.0580 -1.7823 0.220 0.176 0.387
H 0.8992 -3.0557 -2.7264 0.163 0.029 0.246
C 2.3192 -4.1101 -1.4873 -0.019 0.161 0.275
H 2.4510 -4.9148 -2.2118 -0.022 0.183 0.230
C 3.0162 -4.1296 -0.2720 -0.138 0.190 -0.132
H 3.6947 -4.9551 -0.0458 -0.209 0.266 -0.073
C 2.8387 -3.0939 0.6548 0.008 -0.118 -0.196
H 3.3828 -3.1003 1.6006 -0.183 -0.055 -0.251
C 1.9639 -2.0488 0.3705 -0.151 -0.125 -0.529
H 1.7902 -1.2548 1.0966 0.103 -0.184 -0.127
F -2.0304 3.0693 4.8200 0.265 -0.621 -0.121
C -1.1539 2.0195 4.9039 0.429 -0.081 1.004
C -0.8862 1.1590 3.8375 0.574 0.392 0.563
C 0.1196 0.2216 4.1031 0.350 0.045 0.565
F 0.6601 -0.5116 3.0889 -0.507 0.194 0.687
C 0.6839 0.0175 5.3850 -0.206 -0.071 -0.606
F 1.5161 -1.0214 5.6196 -0.283 0.711 -0.189
C 0.3695 0.9006 6.4182 -0.104 0.053 0.278
F 0.9286 0.7708 7.6446 -0.374 0.025 -0.943
C -0.5395 1.9284 6.1706 -0.254 0.162 -0.464
F -0.8359 2.8410 7.1277 0.247 -0.705 -0.505
```
Positions in Å, forces in eV/Å.